Density functional theory data (ωB97M-V/def2-TZVPD) for C6H13NO as an isolated structure at a distorted geometry.

Total energy: -366.21928 a.u.

Each line ends with the Mulliken charge.
Cartesian coordinates (Å):
1 C 1.2475 0.5081 -1.4778  -0.76
2 C -1.0196 1.5542 -0.9775  -1.48
3 C 0.0936 0.6649 -0.4776  1.01
4 O 2.3812 -0.0791 -0.8973  -0.55
5 N 0.5712 0.7658 0.8476  -0.91
6 H 2.3624 0.2308 0.0300  0.41
7 H -0.0266 1.3778 1.3942  0.40
8 H 0.9525 -0.0710 -2.3561  0.33
9 H 1.4631 1.5368 -1.8134  0.33
10 H -1.2808 1.3324 -2.0140  0.34
11 H -1.9116 1.4701 -0.3607  0.32
12 H -0.6614 2.5849 -0.9214  0.41
13 C 0.5270 -1.8864 0.9930  -1.40
14 C -0.4623 -0.7699 0.8023  1.11
15 C -1.7107 -0.7438 1.3357  -1.20
16 H -0.4570 -0.5217 -0.5104  -0.01
17 H 1.0210 -1.7681 1.9569  0.28
18 H 1.2859 -1.8958 0.2144  0.37
19 H -0.0086 -2.8366 0.9744  0.45
20 H -1.9607 -1.5242 2.0392  0.30
21 H -2.4061 0.0709 1.2188  0.23

Cartesian forces, eV/Å:
C -0.062 0.297 0.014
C 0.213 -0.043 0.065
C -0.709 -1.240 -1.402
O -0.123 0.056 0.116
N -0.975 -1.576 0.628
H 0.016 -0.049 -0.126
H -0.032 0.036 -0.012
H -0.025 0.014 0.082
H 0.057 -0.018 -0.017
H 0.040 -0.011 0.040
H -0.007 -0.027 0.022
H -0.022 0.043 0.005
C -0.066 0.005 -0.121
C 1.298 1.424 1.992
C 0.119 0.226 -0.178
H 0.351 0.883 -0.853
H -0.032 0.059 -0.066
H -0.006 0.015 0.027
H -0.017 0.037 -0.006
H -0.104 -0.297 -0.366
H 0.086 0.164 0.157